Density functional theory data (the ωB97M-V functional and the def2-TZVPD basis) for a 6-piece molecular cluster, C48H89ClO12PS2 overall in a non-equilibrium geometry.

Structure (XYZ):
```
153
Properties=species:S:1:pos:R:3:forces:R:3:lowdin_charge:R:1
C -0.123855 0.224873 0.008504 -0.958 -0.897 0.134 0.01
C 0.276922 -0.991369 0.911220 0.298 1.619 -0.544 -0.48
O 0.789888 -0.780123 1.986662 -0.436 -0.956 -0.783 0.08
O -0.032347 -2.252872 0.407308 -0.359 1.546 1.183 -0.05
C -1.022402 -2.865705 1.266440 -0.925 -2.000 0.165 -0.18
C -2.407016 -3.109549 0.523551 0.716 -0.839 0.158 -0.17
C -3.579827 -3.317514 1.554645 -0.491 -0.132 -1.146 -0.20
C -4.522354 -2.069328 1.764588 -0.090 0.378 1.077 -0.21
C -3.826875 -0.661316 1.634931 0.270 -0.528 0.579 -0.27
C -4.754197 0.553194 2.034311 0.934 -0.057 0.740 -0.30
P -5.660647 1.336929 0.541365 -0.967 -0.925 2.028 0.60
C -7.403840 1.392565 1.356729 0.663 0.159 -0.648 -0.29
O -8.155096 0.143291 1.214857 -1.696 1.180 0.507 -0.13
C -9.512239 0.433711 1.299948 -1.555 0.265 0.618 -0.20
C -10.005952 1.345631 2.367635 -2.044 -0.489 -1.096 0.02
C -11.429560 1.727283 2.494946 0.977 -1.743 -1.564 -0.25
C -11.851706 2.729745 3.629921 0.985 -0.228 -1.293 -0.08
C -12.362708 1.129901 1.532959 2.155 -0.472 0.003 -0.07
C -11.876179 0.202793 0.486917 1.025 1.197 1.935 -0.03
C -10.445939 -0.166951 0.336201 -1.804 1.287 1.117 -0.09
C -10.071208 -1.169406 -0.793554 -0.354 -0.512 -0.726 -0.34
C -11.111700 -1.165288 -2.007501 0.911 0.786 0.320 -0.11
C -8.635776 -0.955917 -1.428382 -0.385 -0.558 0.887 -0.07
O -4.082922 1.731315 -0.130321 0.046 0.506 -1.729 -0.31
C -4.354587 2.595459 -1.221009 -1.462 1.308 -0.485 -0.35
C -3.158051 3.190885 -2.059660 0.035 -0.112 0.176 -0.12
C -1.732723 2.973331 -1.426972 0.319 0.476 -0.781 -0.25
C -0.977678 4.351995 -1.093221 -0.669 -1.606 0.529 -0.51
S -0.039673 4.102819 0.505253 0.322 0.359 -0.076 0.61
C -5.551647 1.881782 -1.982487 1.386 -1.119 0.241 -0.36
C -6.002204 2.421192 -3.379012 -0.826 -0.019 0.755 -0.12
C -7.039902 1.390267 -3.981493 0.175 -0.027 0.102 -0.19
C -6.596710 0.722758 -5.339395 -0.651 -0.454 0.906 -0.21
C -5.113041 0.199121 -5.369398 -0.626 0.283 -2.013 -0.25
S -4.742350 -1.123630 -4.156638 0.679 0.492 3.925 0.41
O -5.898915 -1.595550 -3.394394 1.351 0.687 -2.117 -0.34
O -3.593197 -0.690693 -3.346040 -1.603 -0.710 -1.955 -0.37
Cl -4.049103 -2.787553 -5.240010 -0.348 0.630 -0.089 0.33
O -6.539905 1.707515 -0.963790 1.049 1.632 -1.479 -0.33
H 0.748625 0.785131 -0.399983 -0.645 -0.538 0.363 0.09
H -0.725968 0.903645 0.670745 0.789 -0.563 -0.530 0.08
H -0.839003 -0.120701 -0.787364 0.930 0.393 0.513 0.09
H -1.149287 -2.361083 2.255413 0.209 0.034 -1.019 0.12
H -0.636474 -3.900338 1.502011 -0.247 1.056 -0.072 0.13
H -2.269985 -4.095153 -0.009285 -0.136 1.023 0.303 0.10
H -2.607804 -2.357317 -0.275907 0.076 -0.371 0.852 0.11
H -3.154114 -3.741748 2.502292 -0.363 0.612 -0.616 0.11
H -4.229354 -4.135973 1.127301 0.629 0.689 0.542 0.10
H -4.904037 -2.136898 2.827544 0.230 0.085 -1.004 0.10
H -5.450896 -2.108619 1.127930 1.086 -0.026 0.345 0.10
H -3.374578 -0.582718 0.616029 -0.560 0.338 0.683 0.08
H -2.959593 -0.660560 2.363823 -0.668 -0.094 -0.709 0.10
H -5.463848 0.162436 2.823054 0.495 0.493 -0.785 0.08
H -4.081818 1.313493 2.535069 -0.757 -0.604 -0.410 0.07
H -5.606709 2.719842 1.017882 -0.177 -0.091 -0.052 0.06
H -5.735333 -0.019356 0.057130 0.077 0.047 -0.286 0.06
H -7.962889 2.176395 0.772687 0.566 -0.596 0.789 0.10
H -7.260731 1.711909 2.422821 -0.285 -0.442 -0.732 0.08
H -9.326774 1.790362 3.133987 -0.395 -0.601 -1.010 0.11
H -11.416732 2.381313 4.596147 -0.641 0.281 -0.596 0.07
H -11.341831 3.701104 3.371001 -0.639 -0.771 0.420 0.08
H -12.953141 2.899648 3.662780 0.880 -0.289 0.124 0.07
H -13.449454 1.370663 1.621774 1.023 -0.285 -0.240 0.09
H -12.678068 -0.214845 -0.168690 1.086 0.350 0.522 0.08
H -10.157321 -2.209194 -0.359946 0.324 0.961 -0.279 0.13
H -12.137602 -1.477261 -1.704876 0.772 0.190 -0.446 0.06
H -11.108541 -0.116342 -2.423459 -0.342 -0.952 0.388 0.09
H -10.688836 -1.805754 -2.828201 -0.633 0.309 0.898 0.07
H -7.944272 -1.702885 -0.948602 -0.321 1.106 -0.450 0.09
H -8.649723 -1.192978 -2.521619 -0.033 0.350 0.847 0.06
H -8.310281 0.089219 -1.217085 0.129 -0.962 -0.425 0.07
H -4.873879 3.537245 -0.849226 0.435 -0.859 0.150 0.13
H -3.311838 4.306995 -2.122547 -0.031 -1.093 0.017 0.10
H -3.227304 2.838426 -3.129399 0.398 0.070 1.092 0.10
H -1.731097 2.388007 -0.482994 -0.576 0.289 -0.922 0.04
H -1.125490 2.403054 -2.187426 -0.338 0.508 0.951 0.10
H -1.688614 5.202115 -0.965738 0.659 -0.654 -0.314 0.06
H -0.197515 4.525719 -1.872250 -0.591 0.282 0.821 0.07
H -0.926402 3.580548 1.417076 -0.005 0.354 -1.047 -0.13
H -5.176502 0.830741 -2.159554 -0.002 0.822 -0.230 0.12
H -6.473660 3.441086 -3.288990 0.498 -0.905 -0.084 0.12
H -5.096273 2.512605 -4.026744 -0.694 0.012 0.511 0.08
H -7.170413 0.571142 -3.234739 0.052 0.685 -0.542 0.07
H -8.052632 1.869772 -4.092789 0.994 -0.502 -0.098 0.12
H -6.783172 1.436584 -6.179179 0.592 -0.604 0.460 0.12
H -7.268626 -0.167960 -5.506406 0.617 0.878 0.036 0.12
H -4.365314 1.032104 -5.310055 -0.462 -1.084 0.598 0.11
H -4.955999 -0.258772 -6.388086 -0.046 0.218 1.087 0.09
C 4.605345 -0.522347 2.103179 -0.141 0.315 0.012 -0.17
C 3.966188 -1.869367 1.826053 -0.013 -0.357 0.207 -0.17
C 4.065619 -1.959390 0.314692 -0.117 0.113 -0.192 -0.20
O 5.241904 -1.230314 -0.066518 -0.067 0.024 0.220 -0.14
C 5.707728 -0.478421 1.059774 0.226 -0.124 -0.082 -0.22
H 4.978866 -0.414104 3.122352 0.008 -0.010 -0.039 0.11
H 3.882018 0.276967 1.917590 0.016 -0.039 0.044 0.12
H 4.560755 -2.664553 2.287796 -0.009 0.012 -0.036 0.11
H 2.942862 -1.953165 2.190709 0.031 0.055 -0.064 0.10
H 3.204464 -1.486068 -0.169172 -0.067 -0.077 0.040 0.11
H 4.141468 -2.988802 -0.040940 0.065 0.066 -0.071 0.12
H 6.622838 -0.957990 1.427709 0.043 0.091 0.070 0.11
H 5.949863 0.539552 0.746994 0.018 -0.059 -0.105 0.11
C 0.168611 -2.000232 -4.407683 -0.120 -0.289 -0.082 -0.17
C 1.556493 -1.439587 -4.658379 0.209 0.120 0.201 -0.18
C 1.325260 -0.559174 -5.874532 -0.120 0.036 -0.233 -0.21
O -0.022542 -0.083448 -5.789549 0.198 -0.205 0.073 -0.14
C -0.714939 -0.821226 -4.769391 -0.100 0.283 0.124 -0.21
H 0.013203 -2.350318 -3.386947 -0.022 0.048 -0.029 0.12
H -0.023606 -2.835302 -5.088833 -0.018 0.014 0.044 0.11
H 1.868329 -0.827198 -3.807218 0.020 -0.033 -0.038 0.11
H 2.316530 -2.203846 -4.824646 -0.019 0.038 -0.014 0.11
H 1.422850 -1.131489 -6.804262 0.113 -0.020 0.004 0.11
H 2.011142 0.289681 -5.915403 -0.084 0.032 -0.035 0.11
H -0.858796 -0.155971 -3.912306 -0.108 -0.085 0.033 0.11
H -1.694112 -1.127763 -5.138350 0.093 0.113 -0.027 0.07
C 9.011048 1.526479 2.285968 0.025 -0.320 -0.060 -0.18
C 7.873641 2.303189 2.917119 -0.222 0.261 -0.077 -0.17
C 8.372438 2.498539 4.337888 0.097 -0.106 0.217 -0.21
O 9.802725 2.559898 4.266933 -0.206 -0.090 -0.155 -0.14
C 10.222524 2.144041 2.957960 0.217 0.197 0.006 -0.20
H 9.043523 1.600231 1.199633 0.059 -0.025 0.057 0.11
H 8.931800 0.468575 2.555259 0.043 0.017 -0.064 0.11
H 7.767744 3.273015 2.421911 -0.044 -0.034 0.033 0.12
H 6.912391 1.789969 2.870917 0.023 0.028 0.028 0.10
H 8.102800 1.648247 4.974423 -0.110 0.021 0.001 0.11
H 7.988250 3.411559 4.797083 0.098 -0.016 0.037 0.12
H 10.566282 3.032523 2.417555 0.045 -0.079 -0.087 0.12
H 11.056050 1.445880 3.044034 -0.011 0.063 0.054 0.10
C 13.491340 -0.737574 -0.304992 -0.032 -0.266 0.021 -0.17
C 12.996084 0.116677 -1.457464 0.155 0.202 -0.194 -0.18
C 11.636311 0.567429 -0.951908 -0.257 -0.050 0.109 -0.20
O 11.731109 0.643372 0.475663 0.128 -0.082 -0.281 -0.15
C 12.949201 0.013540 0.897557 0.067 0.128 0.328 -0.20
H 14.574985 -0.856367 -0.278991 -0.039 0.018 0.017 0.11
H 13.039280 -1.732835 -0.359706 0.042 0.021 0.022 0.11
H 13.652948 0.982050 -1.586815 -0.035 -0.030 -0.023 0.11
H 12.941787 -0.414713 -2.408255 -0.033 0.027 0.031 0.11
H 10.857765 -0.162410 -1.199508 0.004 0.025 -0.106 0.12
H 11.340839 1.539720 -1.351635 -0.035 -0.007 0.088 0.12
H 13.641791 0.800516 1.219066 0.074 -0.037 -0.021 0.12
H 12.745951 -0.639171 1.747827 -0.029 0.198 -0.121 0.09
C 10.828074 -2.705647 5.055237 -0.305 0.131 0.018 -0.17
C 11.247272 -3.873899 4.182318 0.171 -0.265 0.088 -0.17
C 11.765479 -3.168506 2.941819 -0.084 0.132 -0.259 -0.20
O 12.294959 -1.907955 3.374077 -0.181 -0.323 0.311 -0.17
C 11.893039 -1.673618 4.731069 0.248 0.130 0.080 -0.19
H 10.778545 -2.945859 6.117435 0.023 0.026 -0.038 0.11
H 9.845782 -2.341052 4.740912 0.037 0.002 0.047 0.12
H 12.059029 -4.425749 4.665583 -0.038 -0.007 -0.038 0.11
H 10.440158 -4.574490 3.967298 0.029 0.042 -0.022 0.11
H 10.956426 -2.967904 2.231115 -0.008 -0.085 -0.019 0.12
H 12.544840 -3.736709 2.429967 0.033 0.105 -0.001 0.12
H 12.774485 -1.798636 5.369350 -0.049 0.028 0.068 0.12
H 11.531338 -0.648913 4.834665 0.061 0.001 -0.100 0.12
```
Positions in Å, forces in eV/Å.

For the max |F|, the calculation gives 4.0 eV/Å. The calculation puts the HOMO energy at -4.9 eV. The electronic energy is -4382.91852 Eh. The net charge is -1.